DFT (ωB97M-V with the def2-TZVPD basis set) results for 11 unconnected molecules or ions with the total composition C53H138N12O17 at a distorted geometry.

CARTESIAN COORDINATES (ANGSTROEM)
C -0.089 -0.552 1.034
O 0.440 0.467 0.200
C -0.033 0.234 -1.150
C 0.619 1.081 -2.202
C 0.448 2.593 -1.919
N 0.124 0.639 -3.449
H 0.176 -1.529 0.629
H -1.177 -0.631 1.039
H 0.277 -0.497 2.059
H 0.174 -0.800 -1.428
H -1.108 0.397 -1.231
H 1.700 1.074 -2.060
H -0.538 3.015 -2.111
H 1.139 3.171 -2.534
H 0.825 2.699 -0.902
H 0.638 -0.203 -3.666
H 0.475 1.309 -4.118
C 1.986 8.519 -0.642
O 1.960 7.156 -0.262
C 3.191 6.609 -0.017
C 3.103 5.095 0.260
C 1.934 4.687 1.235
N 4.419 4.628 0.807
H 1.028 8.973 -0.389
H 2.157 8.632 -1.712
H 2.752 9.091 -0.119
H 3.837 6.900 -0.846
H 3.577 7.023 0.914
H 3.020 4.564 -0.688
H 2.078 5.064 2.248
H 1.848 3.601 1.193
H 1.053 5.135 0.775
H 5.091 4.825 0.079
H 4.601 5.217 1.607
C 3.385 -0.016 0.513
O 4.636 0.383 1.192
C 5.705 -0.553 1.335
C 5.532 -1.573 2.468
C 5.320 -0.847 3.822
N 6.766 -2.444 2.802
H 2.581 0.679 0.755
H 3.165 -1.035 0.832
H 3.547 -0.093 -0.562
H 5.970 -0.929 0.347
H 6.539 0.064 1.669
H 4.746 -2.241 2.115
H 5.310 -1.561 4.646
H 4.467 -0.171 3.763
H 6.215 -0.241 3.961
H 7.541 -1.957 3.229
H 6.486 -2.903 3.657
C -0.382 -7.910 -0.655
O 0.641 -6.971 -0.286
C 0.504 -5.589 -0.749
C 1.897 -4.817 -0.684
C 2.197 -4.376 0.727
N 1.816 -3.513 -1.417
H -1.322 -7.456 -0.341
H -0.401 -8.767 0.019
H -0.287 -8.208 -1.699
H 0.214 -5.663 -1.797
H -0.260 -5.125 -0.124
H 2.765 -5.331 -1.098
H 2.380 -5.255 1.345
H 1.265 -3.903 1.036
H 3.024 -3.678 0.855
H 1.216 -2.857 -0.938
H 1.286 -3.595 -2.273
C 5.033 1.419 -3.346
O 4.424 0.399 -4.032
C 4.517 -0.825 -3.390
C 3.717 -1.807 -4.203
N 2.335 -1.735 -3.943
C 1.543 -2.551 -4.953
C 0.090 -2.824 -4.622
O -0.101 -3.805 -3.620
C -1.497 -3.917 -3.433
H 4.656 1.441 -2.323
H 4.726 2.374 -3.774
H 6.120 1.362 -3.409
H 4.232 -0.757 -2.340
H 5.506 -1.283 -3.405
H 4.131 -2.799 -4.025
H 3.913 -1.702 -5.270
H 2.497 -2.341 -3.152
H 1.938 -3.566 -4.996
H 1.718 -2.084 -5.922
H -0.441 -3.202 -5.496
H -0.411 -1.939 -4.230
H -2.143 -3.756 -4.296
H -1.746 -3.023 -2.863
H -1.812 -4.840 -2.947
C -6.587 4.431 -2.591
O -5.556 3.769 -1.869
C -5.958 2.567 -1.297
C -5.112 2.076 -0.172
N -5.688 0.905 0.439
C -4.956 0.522 1.583
C -5.503 -0.803 2.135
O -4.497 -1.524 2.806
C -5.021 -2.754 3.512
H -6.237 5.356 -3.047
H -7.381 4.763 -1.922
H -7.019 3.835 -3.395
H -6.068 1.855 -2.114
H -6.978 2.610 -0.913
H -5.111 2.845 0.600
H -4.082 1.966 -0.511
H -6.629 1.056 0.775
H -4.978 1.305 2.340
H -3.938 0.345 1.235
H -6.097 -1.477 1.519
H -6.214 -0.709 2.956
H -5.581 -3.376 2.814
H -5.668 -2.443 4.333
H -4.209 -3.379 3.884
C 6.943 4.667 9.933
O 6.500 5.170 8.638
C 5.334 4.573 8.168
C 5.591 3.867 6.797
N 4.330 3.629 6.057
C 4.577 2.911 4.822
C 3.275 2.816 3.966
O 2.154 2.203 4.656
C 0.943 2.146 3.922
H 7.053 3.584 9.876
H 6.428 4.983 10.839
H 7.977 5.011 9.940
H 4.553 5.325 8.057
H 4.883 3.844 8.841
H 6.069 2.904 6.976
H 6.216 4.428 6.102
H 4.052 4.557 5.769
H 4.999 1.936 5.067
H 5.395 3.407 4.300
H 3.444 2.193 3.087
H 3.042 3.765 3.483
H 0.820 3.108 3.425
H 0.136 1.822 4.579
H 0.922 1.345 3.182
C -0.552 -8.932 4.170
O -1.036 -7.845 3.443
C -0.049 -6.851 3.174
C 0.089 -5.877 4.306
N -1.096 -5.017 4.286
C -0.910 -3.764 5.004
C 0.122 -2.852 4.474
O 1.316 -2.960 5.186
C 2.456 -2.500 4.452
H -1.219 -9.163 5.001
H 0.434 -8.726 4.588
H -0.520 -9.821 3.541
H -0.280 -6.376 2.221
H 0.934 -7.278 2.979
H 1.058 -5.408 4.140
H 0.041 -6.488 5.207
H -1.921 -5.524 4.570
H -0.421 -3.912 5.967
H -1.823 -3.168 4.985
H -0.126 -1.814 4.699
H 0.262 -2.945 3.397
H 2.473 -2.875 3.429
H 3.361 -2.860 4.943
H 2.496 -1.411 4.460
C -3.869 0.746 -3.790
O -4.772 -0.117 -4.611
C -4.404 -1.490 -4.587
C -4.398 -2.317 -3.292
N -5.563 -1.838 -2.491
C -6.015 -2.989 -1.687
C -5.069 -3.400 -0.563
O -4.093 -4.367 -1.111
C -3.253 -4.753 -0.061
H -4.243 0.641 -2.771
H -4.096 1.791 -4.002
H -2.796 0.559 -3.837
H -3.396 -1.588 -4.990
H -5.193 -1.936 -5.192
H -3.521 -2.138 -2.670
H -4.447 -3.390 -3.479
H -5.308 -1.096 -1.854
H -6.472 -3.816 -2.232
H -6.873 -2.558 -1.170
H -5.681 -3.922 0.173
H -4.640 -2.518 -0.088
H -2.566 -5.527 -0.403
H -3.798 -5.168 0.787
H -2.652 -3.931 0.327
C -3.979 3.492 -10.888
O -3.595 4.037 -9.613
C -2.109 4.171 -9.475
C -1.693 4.255 -8.002
N -2.340 3.205 -7.205
C -2.030 3.248 -5.748
C -2.798 4.378 -5.023
O -2.040 5.571 -4.899
C -0.935 5.645 -4.039
H -3.444 2.544 -10.935
H -3.581 4.195 -11.620
H -5.028 3.254 -10.710
H -1.813 5.093 -9.974
H -1.613 3.359 -10.006
H -1.856 5.242 -7.568
H -0.634 4.017 -7.896
H -3.319 3.153 -7.449
H -0.957 3.319 -5.569
H -2.221 2.251 -5.352
H -3.218 4.083 -4.062
H -3.601 4.892 -5.551
H -1.200 5.567 -2.984
H -0.369 6.575 -4.000
H -0.102 4.970 -4.234
N -3.072 0.428 6.442
C -3.258 0.778 5.144
N -2.420 0.057 4.458
O -4.088 1.559 4.737
H -3.563 0.950 7.153
H -2.351 -0.240 6.673
H -1.726 -0.456 4.983
H -2.722 -0.004 3.496

ΔE to the lowest compared entry with this formula, charge and spin (eV): 2.552
Orbital gap (eV): 8.621
Net charge: 0
SMILES: COC[C@H](C)N.COC[C@H](C)N.COC[C@H](C)N.COC[C@H](C)N.COCCNCCOC.COCCNCCOC.COCCNCCOC.COCCNCCOC.COCCNCCOC.COCCNCCOC.NC(N)=O
Highest occupied orbital energy (eV): -8.084
LUMO level (Eh): 0.01973

DFT (ωB97M-V with the def2-TZVPD basis set) results for a molecular structure, C53H30Cl4N5RuS.

CARTESIAN COORDINATES (ANGSTROEM)
Ru -0.032 0.036 0.329
Cl 1.229 -5.632 6.582
C 0.936 -4.912 5.031
C 2.006 -4.556 4.227
C 1.772 -3.962 3.000
C 0.469 -3.724 2.541
C -0.588 -4.073 3.394
C -0.362 -4.663 4.623
C 0.231 -3.014 1.289
C 1.282 -2.645 0.417
C 2.329 -3.502 -0.091
C 2.860 -2.862 -1.157
C 2.216 -1.560 -1.255
C 2.484 -0.510 -2.143
C 3.356 -0.708 -3.336
C 4.554 -1.422 -3.311
C 5.298 -1.634 -4.462
C 4.861 -1.108 -5.664
Cl 5.794 -1.363 -7.107
C 3.695 -0.366 -5.721
C 2.952 -0.178 -4.564
C 1.957 0.800 -1.956
N 0.911 1.127 -1.164
C 0.846 2.500 -1.094
C -0.214 3.218 -0.534
C -0.155 4.712 -0.531
C -0.269 5.447 -1.710
C -0.292 6.835 -1.685
C -0.197 7.490 -0.468
Cl -0.247 9.228 -0.426
C -0.069 6.783 0.715
C -0.057 5.395 0.678
C -1.441 2.618 -0.184
C -2.735 3.255 -0.278
C -3.650 2.261 -0.341
C -2.935 1.008 -0.211
N -1.605 1.278 -0.070
C -3.448 -0.299 -0.321
C -2.708 -1.440 -0.008
C -3.246 -2.751 0.242
C -2.255 -3.490 0.807
C -1.091 -2.653 0.866
N -1.384 -1.440 0.347
C -4.807 -0.513 -0.896
C -4.945 -1.365 -1.995
C -6.167 -1.526 -2.633
C -7.271 -0.839 -2.162
Cl -8.805 -1.026 -2.955
C -7.171 -0.019 -1.052
C -5.944 0.136 -0.426
C 1.933 3.058 -1.855
C 2.589 2.015 -2.425
N 1.258 -1.486 -0.277
H 3.018 -4.727 4.574
H 2.615 -3.643 2.399
H -1.603 -3.850 3.095
H -1.188 -4.915 5.275
H 2.555 -4.500 0.255
H 3.603 -3.271 -1.822
H 4.957 -1.770 -2.369
H 6.221 -2.199 -4.425
H 3.364 0.052 -6.662
H 2.019 0.368 -4.621
H -0.352 4.923 -2.657
H -0.401 7.406 -2.599
H 0.009 7.314 1.656
H 0.036 4.832 1.600
H -2.913 4.316 -0.376
H -4.710 2.383 -0.495
H -4.258 -3.069 0.034
H -2.307 -4.525 1.116
H -4.073 -1.888 -2.367
H -6.258 -2.177 -3.491
H -8.052 0.485 -0.675
H -5.889 0.734 0.475
H 2.152 4.110 -1.967
H 3.457 2.058 -3.066
S -0.232 0.007 4.848
C -1.838 -0.095 4.266
C -1.903 -0.055 2.906
C -0.618 0.062 2.281
C 0.366 0.110 3.231
C 1.737 0.259 2.828
C 2.851 0.066 3.651
C 4.112 0.196 3.116
C 4.245 0.543 1.775
C 3.102 0.722 1.025
N 1.865 0.577 1.521
H -2.656 -0.172 4.971
H -2.840 -0.116 2.361
H 2.702 -0.209 4.689
H 4.989 0.021 3.729
H 5.216 0.670 1.315
H 3.171 1.006 -0.015

ΔE to the lowest compared entry with this formula, charge and spin (eV): 0.312
Orbital gap (spin up / spin down) (eV): 5.171 / 5.385
Net charge: 0
Multiplicity: 2
Highest occupied orbital energy (spin up / spin down) (eV): -6.660 / -6.787
LUMO level (spin up / spin down) (Eh): -0.05472 / -0.05153

DFT (ωB97M-V with the def2-TZVPD basis set) results for a molecular structure, C53H39Br2F4GeI2InN3OPS at a distorted geometry.

CARTESIAN COORDINATES (ANGSTROEM)
In -1.633 -0.156 -0.523
I -6.236 2.337 -0.824
C -4.447 2.970 0.029
C -4.427 4.200 0.686
C -3.300 4.616 1.353
I -3.398 6.471 2.285
C -2.170 3.784 1.371
C -1.060 4.019 2.209
C -0.028 3.133 2.239
C -0.084 2.016 1.415
N -1.098 1.731 0.636
C -2.169 2.580 0.593
C -3.340 2.159 -0.139
O -3.323 1.098 -0.885
H -5.348 4.755 0.680
H -1.021 4.884 2.845
H 0.859 3.289 2.844
H 0.729 1.297 1.416
Br -1.605 -3.094 -1.649
C -0.881 -2.423 -3.275
C -0.583 -3.374 -4.179
C -0.154 -2.958 -5.453
C -0.127 -1.639 -5.773
C -0.422 -0.659 -4.820
C -0.352 0.709 -5.166
C -0.580 1.659 -4.218
C -0.849 1.322 -2.906
C -0.945 0.005 -2.528
C -0.740 -1.024 -3.491
H -0.704 -4.416 -3.944
H 0.167 -3.685 -6.197
H 0.186 -1.321 -6.779
H -0.211 0.964 -6.205
H -0.636 2.695 -4.504
H -0.988 2.143 -2.191
F 2.998 -3.508 6.531
C 2.632 -3.052 5.337
C 3.146 -3.641 4.207
F 4.020 -4.620 4.305
C 2.719 -3.239 2.948
F 3.253 -3.875 1.910
C 1.782 -2.221 2.777
P 1.103 -1.900 1.107
C 0.664 -3.658 0.731
C -0.369 -4.179 1.500
C -0.874 -5.443 1.244
C -0.387 -6.173 0.175
C 0.627 -5.667 -0.619
C 1.185 -4.427 -0.300
C 2.552 -1.515 0.061
C 3.864 -1.363 0.476
C 4.865 -1.030 -0.418
C 4.565 -0.809 -1.752
C 3.258 -1.003 -2.202
C 2.288 -1.370 -1.311
C 1.294 -1.635 3.940
Br 0.094 -0.186 3.966
C 1.711 -2.023 5.199
F 1.292 -1.449 6.312
H -0.777 -3.619 2.358
H -1.653 -5.819 1.891
H -0.780 -7.153 -0.052
H 0.991 -6.216 -1.463
H 1.994 -4.034 -0.873
H 4.169 -1.540 1.511
H 5.871 -0.921 -0.048
H 5.320 -0.508 -2.470
H 3.015 -0.855 -3.260
H 1.278 -1.506 -1.652
C -4.826 -3.117 2.770
N -5.030 -2.534 1.472
C -6.372 -2.563 0.865
C -6.184 -1.810 -0.455
N -4.822 -1.251 -0.311
C -4.254 -1.667 0.823
S -2.695 -1.254 1.441
H -5.717 -2.982 3.379
H -4.014 -2.602 3.268
H -4.589 -4.181 2.681
H -7.045 -2.052 1.535
H -6.702 -3.588 0.729
H -6.873 -0.995 -0.620
H -6.228 -2.486 -1.321
H -4.592 -0.353 -0.747
Ge 2.990 2.587 -0.499
C 1.798 3.515 -1.688
C 1.899 3.273 -3.055
C 1.247 4.098 -3.947
C 0.418 5.133 -3.490
C 0.244 5.307 -2.110
C 0.932 4.518 -1.220
C 3.585 3.153 1.259
C 3.294 4.460 1.659
C 3.809 4.937 2.852
C 4.565 4.095 3.651
C 4.853 2.779 3.270
C 4.367 2.313 2.052
H 3.587 1.299 -1.058
H 2.518 2.475 -3.479
H 1.389 3.928 -4.991
H -0.104 5.786 -4.198
H -0.376 6.123 -1.740
H 0.805 4.697 -0.139
H 2.681 5.115 1.042
H 3.660 5.980 3.133
H 4.964 4.469 4.580
H 5.429 2.148 3.902
H 4.597 1.316 1.687

ΔE to the lowest compared entry with this formula, charge and spin (eV): 1.482
Orbital gap (eV): 5.246
Net charge: +2
Highest occupied orbital energy (eV): -12.068
LUMO level (Eh): -0.25070